[1]
Molecular formula: C48H72O36
Method: DFT, wB97M-V/def2-TZVPD

```
! RIJCOSX wB97M-V def2-TZVPD def2/J DEFGRID3
* xyz 0 1
C 0.69 -0.33 -5.84
C 0.02 0.95 -5.42
C 0.01 1.02 -3.93
O 0.47 2.31 -3.74
C 0.89 2.93 -4.82
O 1.37 4.07 -4.91
O 0.71 2.11 -5.89
H 1.70 -0.42 -5.45
H 0.76 -0.50 -6.91
H 0.20 -1.17 -5.34
H -0.98 1.06 -5.83
H 0.65 0.26 -3.48
H -0.97 0.82 -3.50
C -1.74 -4.78 -0.52
C -0.23 -5.16 -0.45
C 0.24 -6.28 0.48
O 0.72 -7.33 -0.34
C 0.67 -6.92 -1.60
O 0.99 -7.58 -2.59
O 0.19 -5.66 -1.70
H -1.96 -4.25 -1.45
H -2.06 -4.13 0.28
H -2.42 -5.63 -0.44
H 0.42 -4.32 -0.17
H -0.62 -6.66 1.03
H 0.88 -5.84 1.24
C -2.84 -1.48 -4.52
C -4.19 -2.15 -4.28
C -5.38 -1.53 -5.06
O -5.95 -2.65 -5.68
C -5.21 -3.73 -5.53
O -5.32 -4.86 -6.05
O -4.23 -3.48 -4.72
H -2.05 -1.92 -3.91
H -2.85 -0.43 -4.24
H -2.50 -1.60 -5.55
H -4.41 -2.12 -3.22
H -5.01 -0.88 -5.86
H -6.17 -1.00 -4.53
C 6.08 1.01 1.14
C 4.78 1.80 0.93
C 4.91 3.14 0.18
O 4.19 2.85 -1.00
C 3.58 1.63 -0.96
O 2.96 1.18 -1.89
O 3.96 0.98 0.11
H 6.76 1.57 1.78
H 6.67 0.78 0.25
H 5.80 0.10 1.67
H 4.28 1.98 1.89
H 5.95 3.41 -0.04
H 4.38 3.96 0.67
C -0.59 -0.14 3.94
C -1.94 0.64 3.66
C -1.85 2.15 3.89
O -2.30 2.68 2.68
C -2.66 1.74 1.84
O -3.10 1.89 0.73
O -2.30 0.58 2.33
H -0.43 -0.29 5.01
H 0.24 0.48 3.61
H -0.61 -1.16 3.56
H -2.74 0.16 4.21
H -0.82 2.48 4.04
H -2.40 2.53 4.75
C 1.60 -1.54 0.01
C 0.25 -0.85 0.16
C 0.14 0.58 -0.36
O -1.20 0.53 -0.91
C -1.69 -0.65 -0.95
O -2.80 -1.02 -1.28
O -0.76 -1.50 -0.52
H 1.88 -1.61 -1.04
H 1.50 -2.56 0.37
H 2.37 -1.00 0.55
H 0.09 -0.86 1.23
H 0.90 0.87 -1.08
H 0.19 1.27 0.48
C -0.39 4.81 -0.15
C 1.09 5.11 -0.38
C 1.48 5.15 -1.90
O 2.43 6.18 -1.83
C 2.23 6.99 -0.77
O 2.53 8.15 -0.68
O 1.33 6.40 0.00
H -1.02 5.62 -0.54
H -0.66 4.85 0.91
H -0.59 3.82 -0.56
H 1.78 4.52 0.23
H 0.65 5.42 -2.56
H 1.97 4.23 -2.19
C -5.56 -0.66 0.48
C -6.30 -1.92 -0.01
C -5.54 -2.86 -0.91
O -5.79 -4.11 -0.41
C -6.37 -4.04 0.81
O -6.73 -5.03 1.46
O -6.55 -2.73 1.10
H -5.29 0.03 -0.32
H -4.62 -0.98 0.91
H -6.10 0.00 1.16
H -7.26 -1.69 -0.49
H -4.50 -2.55 -0.89
H -6.05 -2.85 -1.87
C 5.75 -2.86 -0.01
C 4.73 -3.70 0.77
C 3.80 -4.53 -0.16
O 3.87 -5.81 0.36
C 4.91 -5.96 1.19
O 5.39 -7.05 1.58
O 5.42 -4.75 1.42
H 6.34 -3.53 -0.64
H 6.43 -2.36 0.67
H 5.31 -2.03 -0.56
H 4.17 -3.14 1.52
H 4.20 -4.56 -1.18
H 2.81 -4.08 -0.09
C 3.42 -0.11 4.88
C 3.54 -1.57 4.72
C 2.68 -2.32 5.73
O 2.09 -3.28 4.87
C 2.25 -2.97 3.58
O 1.76 -3.55 2.62
O 3.02 -1.96 3.49
H 3.90 0.23 5.80
H 2.44 0.37 4.83
H 4.02 0.26 4.05
H 4.58 -1.89 4.78
H 1.92 -1.68 6.18
H 3.27 -2.68 6.57
C 1.38 4.77 5.93
C 2.36 4.70 4.70
C 3.38 3.54 4.62
O 2.64 2.63 3.78
C 1.71 3.35 3.05
O 1.01 2.91 2.13
O 1.67 4.57 3.48
H 1.89 4.63 6.88
H 0.56 4.05 5.98
H 0.86 5.73 5.94
H 2.95 5.62 4.65
H 3.59 3.10 5.59
H 4.39 3.77 4.27
C -5.22 3.76 -0.97
C -4.35 3.60 -2.30
C -3.17 2.62 -2.26
O -3.27 2.04 -3.56
C -4.46 2.24 -4.11
O -4.89 1.66 -5.05
O -5.16 3.11 -3.32
H -4.61 4.10 -0.14
H -5.55 2.76 -0.69
H -6.11 4.38 -1.10
H -3.98 4.57 -2.63
H -3.37 1.81 -1.57
H -2.23 3.14 -2.10
*
```

Results
HOMO level: -0.36965 Ha
SMILES string: C[C@H]1COC(=O)O1.C[C@H]1COC(=O)O1.C[C@H]1COC(=O)O1.C[C@H]1COC(=O)O1.C[C@H]1COC(=O)O1.C[C@H]1COC(=O)O1.C[C@H]1COC(=O)O1.C[C@H]1COC(=O)O1.C[C@H]1COC(=O)O1.C[C@H]1COC(=O)O1.C[C@H]1COC(=O)O1.C[C@H]1COC(=O)O1
ΔE to the lowest compared entry with this formula, charge and spin: 5.227 eV
E_tot: -124654.2612 eV
LUMO: -1.0 eV

[2]
Molecular formula: C48H75F3O10
Method: DFT, wB97M-V/def2-TZVPD

```
! RIJCOSX wB97M-V def2-TZVPD def2/J DEFGRID3
* xyz 0 1
C -6.82 0.91 1.44
C -5.56 0.18 1.27
O -4.55 0.81 1.07
C -5.59 -1.31 1.30
H -7.12 0.93 2.48
H -7.65 0.39 0.97
H -6.83 1.92 1.01
H -6.14 -1.55 2.21
H -4.58 -1.68 1.43
H -6.02 -1.67 0.36
C 0.76 3.47 1.87
C 0.62 4.76 2.64
O 0.50 4.82 3.84
C 0.74 6.02 1.81
H 0.57 2.70 2.63
H 1.80 3.39 1.57
H 0.04 3.47 1.06
H -0.19 6.06 1.24
H 1.60 6.01 1.13
H 0.86 6.91 2.42
C 5.68 0.03 0.01
C 4.92 0.67 -1.15
O 4.68 -0.05 -2.08
C 4.54 2.17 -1.11
H 5.47 -1.03 0.16
H 5.49 0.60 0.92
H 6.72 0.02 -0.32
H 5.35 2.87 -0.91
H 3.72 2.31 -0.41
H 4.15 2.39 -2.11
C -1.26 -0.37 -3.85
C -2.48 -1.21 -3.90
O -3.29 -1.17 -2.97
C -2.64 -2.15 -5.02
H -1.15 0.34 -4.67
H -0.45 -1.08 -3.95
H -1.24 0.21 -2.92
H -2.80 -1.62 -5.95
H -3.42 -2.87 -4.74
H -1.74 -2.76 -5.14
C 2.78 -3.29 -2.26
C 2.29 -4.73 -2.44
O 2.27 -5.53 -1.49
C 1.88 -5.17 -3.85
H 2.78 -2.95 -1.22
H 1.99 -2.66 -2.68
H 3.74 -3.15 -2.74
H 2.72 -5.55 -4.43
H 1.61 -4.24 -4.34
H 1.04 -5.86 -3.86
C 1.88 4.92 -3.14
C 2.83 5.91 -2.45
O 3.68 5.46 -1.64
C 2.62 7.42 -2.72
H 1.04 5.49 -3.53
H 1.61 4.16 -2.42
H 2.41 4.41 -3.95
H 3.24 8.01 -2.04
H 1.60 7.77 -2.57
H 2.82 7.55 -3.78
C -0.02 -5.83 3.68
C 1.29 -5.99 2.96
O 1.83 -7.08 2.87
C 2.05 -4.79 2.36
H -0.34 -6.75 4.18
H -0.75 -5.53 2.93
H 0.15 -5.11 4.48
H 2.20 -3.91 2.99
H 1.38 -4.31 1.64
H 2.96 -5.16 1.90
C -1.12 -4.20 -1.21
C -2.08 -3.90 -0.02
O -1.63 -4.01 1.13
C -3.52 -3.57 -0.30
H -1.30 -5.24 -1.48
H -0.08 -4.12 -0.90
H -1.37 -3.53 -2.04
H -3.62 -2.69 -0.95
H -3.98 -3.32 0.65
H -4.02 -4.44 -0.74
C -3.14 -2.19 4.37
C -4.09 -1.62 5.35
O -4.83 -0.66 5.01
C -4.17 -2.26 6.74
H -2.17 -1.96 4.81
H -3.24 -1.75 3.38
H -3.31 -3.26 4.24
H -3.50 -1.77 7.44
H -3.93 -3.32 6.74
H -5.11 -2.18 7.28
C -3.89 6.44 0.84
C -3.34 5.12 0.39
O -2.12 4.86 0.36
C -4.29 4.06 -0.02
H -4.32 6.29 1.84
H -4.61 6.84 0.13
H -3.14 7.23 0.90
H -4.74 3.67 0.89
H -3.75 3.19 -0.41
H -5.07 4.37 -0.72
F 2.15 0.13 2.76
C 2.60 -0.64 3.77
C 1.84 -0.92 4.88
C 2.25 -1.81 5.84
C 3.42 -2.51 5.63
C 4.22 -2.27 4.48
C 3.85 -1.29 3.59
H 0.86 -0.50 5.01
H 1.61 -2.18 6.63
H 3.85 -3.23 6.30
H 5.16 -2.79 4.42
H 4.41 -1.08 2.69
F -0.19 2.45 -1.48
C -0.17 1.32 -0.75
C -1.27 0.87 -0.01
C -1.21 -0.28 0.78
C -0.07 -1.08 0.72
C 1.01 -0.62 0.02
C 0.99 0.55 -0.69
H -2.14 1.49 0.04
H -2.04 -0.61 1.39
H 0.02 -1.98 1.30
H 1.98 -1.10 0.07
H 1.86 0.83 -1.26
F 0.32 3.07 -4.90
C 1.46 2.32 -5.18
C 2.24 2.62 -6.25
C 3.29 1.74 -6.58
C 3.61 0.63 -5.87
C 2.85 0.34 -4.70
C 1.79 1.19 -4.39
H 1.92 3.40 -6.93
H 3.91 2.07 -7.40
H 4.41 0.02 -6.26
H 3.09 -0.46 -4.01
H 1.29 0.94 -3.47
*
```

Results
HOMO level: -0.32392 Ha
E_tot: -79617.4686 eV
LUMO: 0.4 eV

[3]
Molecular formula: C48H77O17S
Method: DFT, wB97M-V/def2-TZVPD

```
! RIJCOSX wB97M-V def2-TZVPD def2/J DEFGRID3
* xyz 1 1
C -0.48 2.35 1.89
C 0.43 2.60 0.69
C -0.37 2.55 -0.62
C 0.93 4.07 0.81
C 1.69 1.70 0.64
C 1.60 0.23 1.09
C 0.42 -0.53 0.44
C 1.56 0.11 2.65
C 2.89 -0.50 0.66
C 4.05 0.14 0.20
C 5.20 -0.57 -0.17
C 5.23 -1.96 -0.04
O 6.32 -2.73 -0.36
C 7.53 -2.43 0.31
C 7.39 -2.10 1.77
O 6.68 -3.13 2.45
C 7.04 -3.31 3.79
C 5.83 -3.06 4.73
S 4.56 -2.15 3.84
C 3.24 -3.35 3.61
C 2.57 -3.78 4.91
O 1.68 -2.76 5.33
C 4.08 -2.63 0.41
C 2.93 -1.91 0.74
H -0.93 1.36 1.90
H 0.07 2.49 2.82
H -1.30 3.07 1.90
H -1.01 1.67 -0.71
H -1.05 3.41 -0.63
H 0.28 2.66 -1.48
H 1.81 4.12 1.45
H 0.17 4.70 1.28
H 1.22 4.47 -0.15
H 2.03 1.69 -0.40
H 2.49 2.17 1.22
H -0.44 0.09 0.25
H 0.11 -1.39 1.03
H 0.76 -0.91 -0.52
H 0.59 -0.24 3.00
H 1.73 1.09 3.10
H 2.34 -0.56 3.00
H 4.08 1.21 0.10
H 6.06 -0.03 -0.55
H 8.09 -1.62 -0.18
H 8.14 -3.33 0.22
H 8.40 -1.96 2.18
H 6.88 -1.14 1.92
H 7.85 -2.67 4.12
H 7.35 -4.35 3.93
H 5.45 -3.99 5.15
H 6.13 -2.44 5.57
H 4.07 -1.36 4.81
H 2.50 -2.84 2.99
H 3.70 -4.18 3.09
H 3.30 -3.98 5.70
H 2.04 -4.71 4.70
H 0.78 -3.09 5.33
H 4.09 -3.71 0.48
H 2.06 -2.46 1.07
O -2.56 -0.74 1.29
C -3.60 -0.17 1.43
O -3.71 1.17 1.38
C -5.06 1.58 1.68
C -5.92 0.36 1.37
C -4.97 -0.78 1.71
H -5.10 1.87 2.73
H -5.30 2.45 1.07
H -6.85 0.35 1.93
H -6.17 0.34 0.31
H -5.01 -1.07 2.76
H -5.11 -1.66 1.09
O -8.77 0.41 -1.08
C -8.38 0.44 -2.21
O -8.94 1.23 -3.15
C -8.34 1.00 -4.44
C -6.97 0.41 -4.13
C -7.24 -0.35 -2.83
H -8.97 0.31 -4.99
H -8.30 1.94 -4.97
H -6.58 -0.21 -4.94
H -6.25 1.21 -3.94
H -7.59 -1.37 -3.01
H -6.39 -0.38 -2.16
O 0.30 -2.70 -4.20
C 1.28 -3.30 -3.90
O 2.44 -2.67 -3.58
C 3.49 -3.62 -3.35
C 2.77 -4.92 -2.99
C 1.49 -4.80 -3.81
H 4.09 -3.71 -4.26
H 4.13 -3.25 -2.55
H 3.37 -5.81 -3.21
H 2.53 -4.93 -1.93
H 1.60 -5.19 -4.83
H 0.63 -5.27 -3.34
O 8.93 1.69 1.27
C 9.32 1.70 0.14
O 8.48 1.71 -0.92
C 9.23 1.61 -2.15
C 10.63 2.09 -1.81
C 10.75 1.66 -0.34
H 9.21 0.56 -2.47
H 8.74 2.22 -2.90
H 11.40 1.68 -2.46
H 10.68 3.17 -1.88
H 11.12 0.64 -0.24
H 11.37 2.33 0.26
O 10.84 -8.81 4.74
C 9.89 -8.48 4.10
O 8.94 -9.36 3.70
C 7.97 -8.71 2.86
C 8.07 -7.23 3.22
C 9.54 -7.09 3.58
H 8.23 -8.90 1.82
H 6.99 -9.14 3.07
H 7.74 -6.57 2.41
H 7.45 -7.02 4.10
H 10.17 -6.88 2.71
H 9.74 -6.35 4.35
O -10.15 3.50 -5.36
C -11.05 3.75 -4.60
O -12.34 3.73 -4.97
C -13.18 4.17 -3.89
C -12.36 3.94 -2.63
C -10.94 4.16 -3.14
H -13.42 5.22 -4.05
H -14.11 3.59 -3.92
H -12.65 4.60 -1.81
H -12.47 2.91 -2.29
H -10.65 5.22 -3.10
H -10.20 3.56 -2.63
O -12.34 6.60 -1.17
C -12.13 7.64 -1.73
O -13.02 8.18 -2.60
C -12.47 9.36 -3.21
C -11.39 9.84 -2.24
C -10.90 8.52 -1.64
H -12.06 9.09 -4.18
H -13.27 10.08 -3.35
H -10.62 10.43 -2.72
H -11.84 10.45 -1.46
H -10.11 8.06 -2.23
H -10.58 8.61 -0.61
*
```

Results
HOMO level: -0.39728 Ha
E_tot: -96661.7125 eV
LUMO: -2.5 eV